Record 1
8
Properties=species:S:1:pos:R:3 method="wB97M-V/def2-TZVPD" e_homo_ev="-7.290 / -11.462" spin_multiplicity=3 lumo_ev="-0.3095 / -3.9262" e_tot_ha=-734.2941 homo_lumo_gap_ha="0.25654 / 0.27694"
N 1.40 1.71 0.21
N 0.18 -0.07 0.44
O 0.54 4.03 -0.22
O 0.63 2.44 -2.18
O 1.25 0.41 -0.19
S 0.87 2.77 -0.84
H 0.39 -0.01 1.46
H -0.63 0.59 0.23

Record 2
8
Properties=species:S:1:pos:R:3 method="wB97M-V/def2-TZVPD" e_homo_ev="-7.976 / -10.594" spin_multiplicity=3 lumo_ev="-0.1910 / -2.2996" e_tot_ha=-734.4385 homo_lumo_gap_ha="0.28608 / 0.30483"
N -0.64 -0.61 0.31
N 1.32 2.32 1.58
O 0.31 2.98 1.60
O 2.50 2.62 1.61
O -0.40 -0.15 2.74
S 0.47 -0.29 1.58
H -0.35 -0.90 -0.58
H -1.54 -0.09 0.28

Record 3
8
Properties=species:S:1:pos:R:3 method="wB97M-V/def2-TZVPD" e_homo_ev=-10.430 lumo_ev=-1.1904 e_tot_ha=-625.7266 homo_lumo_gap_ha=0.33955
N 0.44 1.05 1.04
N 1.41 0.44 1.16
O 0.36 -1.38 -0.56
O -0.65 1.07 0.54
O 2.49 0.31 1.60
Si -0.90 -0.69 -1.05
H -2.23 -1.11 -0.64
H -0.93 0.32 -2.09

Record 4
8
Properties=species:S:1:pos:R:3 method="wB97M-V/def2-TZVPD" e_homo_ev="-8.931 / -8.931" smiles="O=N[SiH2][N+](=O)[O-]" lumo_ev="-0.6991 / -0.7026" e_tot_ha=-625.7212 homo_lumo_gap_ha="0.30253 / 0.30239"
O -1.12 0.00 -1.82
N -1.65 -0.43 -0.85
Si -0.26 -0.38 0.78
N 1.00 0.57 -0.11
O 1.84 -0.10 -0.73
O 0.85 1.78 -0.15
H 0.02 -1.86 0.92
H -0.68 0.41 1.96

Record 5
9
Properties=species:S:1:pos:R:3 method="wB97M-V/def2-TZVPD" e_homo_ev=-4.537 charge=-1 lumo_ev=4.1091 e_tot_ha=-752.9615 homo_lumo_gap_ha=0.31773
N -0.30 0.38 1.00
N 0.47 -0.80 -1.22
O 0.34 1.64 1.57
O 1.39 -0.06 -1.55
O 0.69 -2.00 -1.07
O -2.04 -1.12 -0.31
P -1.20 0.02 -0.63
H 0.44 2.26 0.84
H 0.22 -0.32 1.39

Record 6
9
Properties=species:S:1:pos:R:3 method="wB97M-V/def2-TZVPD" e_homo_ev=-10.749 lumo_ev=0.6866 e_tot_ha=-809.7616 homo_lumo_gap_ha=0.42026
N 0.30 0.03 -0.50
N 0.47 0.97 0.03
O 0.81 1.95 0.52
O -1.74 1.35 0.13
O -3.78 0.01 0.58
O -2.51 -0.62 -1.19
S -2.42 -0.19 0.33
H -1.57 -0.65 -1.66
H -2.37 2.02 -0.16

Values for energy above the lowest of the compared OMol25 structures with the same formula, charge and spin, eV, ordered as above
4.623; 0.694; 1.494; 1.643; 4.797; 0.455